(1)
A structure of composition C17H40NO11Sr2 at a distorted geometry, computed with the ωB97M-V functional and the def2-TZVPD basis.

Positions of all 71 atoms, in Å:
Sr 0.24932 -1.58504 -6.47324
Sr -1.62272 3.66246 -6.11899
C -4.86726 -0.20328 -8.76790
C -3.56709 -0.55497 -8.10648
O -2.91532 -1.45617 -8.62088
O -3.22051 0.21398 -7.18154
H -5.62131 -0.12861 -7.98438
H -5.11490 -1.11175 -9.31696
H -4.80668 0.69431 -9.38334
C 5.41202 -2.97127 -3.56172
C 4.11743 -2.49935 -4.28702
O 3.03643 -2.86408 -3.81151
O 4.11019 -1.98304 -5.44346
H 5.52655 -4.01468 -3.85543
H 5.54498 -2.77281 -2.49821
H 6.32036 -2.56885 -4.01014
C 1.63887 1.38676 -1.77861
C 0.71533 2.01974 -2.79924
O 0.21351 1.16275 -3.59762
O 0.38010 3.23942 -2.69722
H 2.09588 0.41583 -1.96981
H 1.02860 1.09965 -0.92231
H 2.32436 2.11806 -1.35035
C 5.91618 4.22335 -0.33481
O 5.66400 4.54118 -1.67844
H 6.92503 4.55488 -0.08900
H 5.07910 4.65100 0.21703
H 5.84679 3.15127 -0.15058
H 6.40790 4.41539 -2.27206
C -0.42556 5.66820 1.46780
O -1.28211 5.61784 0.32615
H -0.63103 4.74635 2.01191
H 0.63409 5.80956 1.25503
H -0.63625 6.40434 2.24356
H -0.86062 5.37413 -0.50123
O -2.94075 -0.03519 -2.31486
H -3.09480 0.74988 -1.78934
H -2.06271 0.08634 -2.67615
O 2.75673 6.07147 -3.47415
H 1.95705 5.57555 -3.29864
H 3.42176 5.65682 -2.92457
C -1.84086 -4.98342 4.01602
C -1.52128 -3.55750 4.56843
C -0.02081 -3.42984 4.45780
C 0.47171 -2.04001 4.62577
C -0.17762 -1.22660 3.57007
C -1.72845 -1.13941 3.71536
N -2.29675 -2.50652 3.79462
O -3.65253 -2.60784 3.95529
C -2.04189 -0.21258 4.91090
C -2.23406 -0.47567 2.36825
C -1.97837 -3.55838 6.06895
H -2.92201 -5.08920 3.92652
H -1.53259 -5.71607 4.76189
H -1.38160 -5.13982 3.03995
H 0.43703 -3.95863 5.29378
H 0.40586 -3.96364 3.60862
H 1.54030 -2.05098 4.41112
H 0.14292 -1.58575 5.56045
H 0.10427 -1.75209 2.65765
H 0.22586 -0.21450 3.60084
H -1.68335 0.79288 4.69043
H -3.09454 0.06830 4.94470
H -1.82781 -0.61493 5.90106
H -1.94463 -1.01537 1.46656
H -3.31473 -0.38347 2.25980
H -1.84840 0.53112 2.20785
H -1.58760 -2.68298 6.58766
H -1.54008 -4.38784 6.62391
H -3.05257 -3.65330 6.22766
H -3.75834 -2.00738 4.69680

Summary:
- Frontier orbital gap: 1.99 eV
- Charge: +1
- Lowest unoccupied orbital energy: -7.160 eV

(2)
A structure of composition C17H40O13Sr2V at a distorted geometry, computed with the ωB97M-V functional and the def2-TZVPD basis.

Positions of all 73 atoms, in Å:
O 23.49304 0.80011 4.95497
V 23.45392 0.63306 6.52969
O 23.36007 2.07470 7.23278
Sr 22.31178 -1.53907 9.66862
Sr 22.43865 -3.92566 6.51260
C 25.33430 -0.87070 7.80483
O 25.42499 -0.21682 6.68266
O 26.12210 -1.76016 8.15840
O 24.15978 -0.69972 8.39859
C 21.31641 -1.16801 6.91869
O 21.61167 -0.13708 7.59882
O 20.91564 -2.23698 7.54626
O 22.02262 -1.36987 5.86579
C 18.17700 -1.28186 9.70977
C 19.22765 -0.71584 10.65964
C 18.61800 -0.28663 11.98713
O 20.27922 -1.66450 11.00543
H 17.87678 -2.29335 10.00686
H 18.59730 -1.40605 8.70816
H 17.30667 -0.63564 9.66749
H 19.68345 0.13646 10.14616
H 19.24075 0.50884 12.41379
H 18.60134 -1.10712 12.70874
H 17.63149 0.17667 12.01589
H 19.88645 -2.40935 11.47538
C 17.57769 1.78725 7.33849
C 18.60777 2.07631 6.24223
C 18.49307 3.46649 5.67650
O 19.93837 2.01007 6.80215
H 17.99920 1.29712 8.21582
H 16.74772 1.19936 6.94107
H 17.17122 2.73300 7.70708
H 18.60564 1.32389 5.44741
H 18.67702 4.21647 6.44608
H 17.44792 3.61532 5.38369
H 19.14516 3.60351 4.81945
H 20.12274 1.15363 7.19954
C 21.42547 -1.01516 0.93947
C 21.54689 -0.59505 2.39190
C 20.77735 0.69422 2.67919
O 20.98184 -1.62754 3.22293
H 20.43750 -0.88847 0.49821
H 21.68569 -2.07569 0.86907
H 22.13706 -0.46158 0.32628
H 22.60183 -0.44758 2.63014
H 20.70566 0.84197 3.76076
H 19.79447 0.69424 2.20690
H 21.27335 1.60614 2.33121
H 21.39509 -1.51686 4.08499
C 21.30958 4.52999 9.59197
C 20.74485 3.39524 10.40948
C 19.22292 3.47585 10.54898
O 21.10261 2.12002 9.83388
H 21.27146 5.48436 10.11532
H 20.72424 4.65745 8.67417
H 22.32808 4.31660 9.26506
H 21.15014 3.32093 11.42097
H 18.91161 2.74992 11.30280
H 18.74490 3.29881 9.58580
H 18.91128 4.45963 10.90516
H 21.04718 2.21187 8.87123
C 18.27153 -3.52833 5.24118
C 17.80511 -3.92363 6.63289
C 17.07521 -5.25836 6.63098
O 18.96584 -4.06178 7.47580
H 19.01215 -2.72541 5.32893
H 17.46861 -3.15560 4.60742
H 18.75847 -4.36723 4.73772
H 17.11523 -3.18462 7.04996
H 17.73139 -6.11383 6.46305
H 16.40111 -5.27161 5.77213
H 16.53060 -5.37030 7.56549
H 19.39611 -3.20331 7.57655

Summary:
- Frontier orbital gap: 5.17 eV
- Charge: +1
- Lowest unoccupied orbital energy: -5.987 eV

(3)
A cluster of 3 separate species, C17H41ClIN6O4P2 in total at a distorted geometry, computed with the ωB97M-V functional and the def2-TZVPD basis.

Positions of all 72 atoms, in Å:
O -2.90187 0.14687 -1.58565
P -2.49626 1.33389 -0.86539
O -3.69985 2.31046 -0.49025
O -1.50736 2.24353 -1.68784
N -1.76212 1.03332 0.66287
C -1.82360 -0.14040 1.33021
N -2.49268 -1.21746 0.90699
C -2.17810 -2.15326 1.76371
N -1.52366 -1.67753 2.83594
P -1.30112 -2.56770 4.37549
O -1.27475 -1.25236 5.31340
Cl -3.23454 -3.15388 4.59214
N -1.19079 -0.37565 2.49137
C -0.34843 0.54460 3.25335
C 1.02724 -0.00531 3.61427
C 1.78763 -0.74298 2.51378
I 1.75922 0.21824 0.61327
H -3.95443 2.21310 0.43568
H -0.90564 2.80816 -1.18666
H -1.25186 1.76708 1.13124
H -2.37447 -3.20411 1.61028
H -0.70548 -1.45333 6.07301
H -0.87185 0.83031 4.16473
H -0.22453 1.45292 2.67143
H 0.99560 -0.65219 4.48715
H 1.63195 0.85873 3.89722
H 2.84250 -0.75252 2.78477
H 1.49733 -1.78578 2.40868
C 5.15653 1.46760 4.14218
C 6.02455 0.24534 3.88276
N 5.98172 -0.20725 2.50366
C 6.59392 -1.51268 2.30793
C 8.09850 -1.65503 2.56320
C 6.30632 0.79910 1.50201
C 7.68062 1.47762 1.56555
H 4.12064 1.27963 3.84477
H 5.16733 1.70693 5.20603
H 5.51210 2.34865 3.60895
H 5.66098 -0.57410 4.50975
H 7.04697 0.46280 4.22621
H 6.37375 -1.84394 1.28960
H 6.07001 -2.21838 2.96144
H 8.69274 -1.22023 1.76161
H 8.35973 -2.71301 2.61789
H 8.40153 -1.19719 3.50495
H 5.53891 1.57616 1.55145
H 6.17657 0.34741 0.51553
H 7.95829 1.75258 2.58385
H 7.66290 2.39416 0.97358
H 8.46828 0.84954 1.15418
C -5.51065 -1.19827 -3.14142
C -5.84484 -1.14781 -4.62340
N -6.23104 0.17872 -5.06868
C -6.78764 0.19686 -6.40981
C -5.87603 -0.19156 -7.58105
C -5.29013 1.23996 -4.75695
C -3.85701 1.11904 -5.29535
H -6.34777 -0.83508 -2.54180
H -5.30190 -2.22779 -2.84470
H -4.62851 -0.60786 -2.90342
H -6.68404 -1.82106 -4.81842
H -4.98976 -1.55227 -5.18931
H -7.19950 1.19235 -6.59663
H -7.64993 -0.47689 -6.41178
H -5.16851 0.59831 -7.82953
H -6.48222 -0.37026 -8.47102
H -5.31663 -1.10567 -7.38031
H -5.23414 1.33120 -3.66902
H -5.72407 2.18526 -5.09279
H -3.45863 0.11085 -5.17634
H -3.20016 1.79578 -4.74375
H -3.78784 1.39375 -6.34676

Summary:
- Frontier orbital gap: 5.68 eV
- Charge: +1
- Lowest unoccupied orbital energy: -3.488 eV